# Cd3N8O24

Cd3N8O24 as an isolated structure (ωB97M-V/def2-TZVPD, the Open Molecules 2025 dataset).

- molar mass (g/mol) = 833.268
- energy relative to the best compared isomer or geometry (same formula, charge and spin) (kJ/mol) = 1747.01
- total charge = -2

Each line ends with the natural charge from an NBO analysis.
Element x y z (Å)
Cd -16.761 -5.261 -5.964  0.66
Cd -9.567 -2.926 -4.265  0.65
Cd -14.154 -1.024 -11.455  1.04
N -12.427 2.986 -10.857  0.72
O -13.086 3.444 -9.821  -0.48
O -12.516 1.901 -11.275  -0.40
O -11.913 3.718 -11.635  -0.40
N -13.130 -2.308 -7.216  0.70
O -13.311 -1.513 -8.177  -0.48
O -14.144 -2.921 -6.694  -0.48
O -12.069 -2.579 -6.598  -0.46
N -14.123 -8.241 -7.848  0.72
O -14.933 -9.086 -8.044  -0.35
O -14.463 -7.544 -6.838  -0.43
O -13.272 -7.924 -8.588  -0.33
N -9.875 -7.374 -5.493  0.72
O -9.803 -8.517 -4.994  -0.42
O -9.997 -6.428 -4.774  -0.41
O -9.671 -7.379 -6.661  -0.33
N -16.625 -4.714 -10.392  0.72
O -16.199 -3.640 -10.586  -0.44
O -17.157 -5.085 -9.334  -0.47
O -16.394 -5.532 -11.337  -0.45
N -10.228 -3.839 -10.989  0.71
O -9.715 -4.877 -10.673  -0.36
O -9.638 -2.755 -11.160  -0.41
O -11.430 -3.770 -11.285  -0.43
N -6.326 -3.613 -7.312  0.70
O -5.453 -4.160 -6.713  -0.40
O -6.167 -3.103 -8.445  -0.38
O -7.467 -3.425 -6.705  -0.45
N -17.495 2.354 -10.366  0.72
O -16.552 1.618 -10.191  -0.41
O -18.368 1.834 -11.036  -0.46
O -17.496 3.419 -9.788  -0.43